[1]
Density functional theory data (ωB97M-V with the def2-TZVPD basis set) for C22H19Cl2IrN2O2S3 as an isolated structure.

multiplicity = 2
net charge = +1
calculated total energy = -3328.6214 hartree
lowest unoccupied orbital energy (alpha / beta) = -0.20405 / -0.20031 Ha
ΔE to the lowest compared entry with this formula, charge and spin = 20.1 kcal per mole
maximum force = 2.0 eV/Å
expectation value of S² = 0.761

Each line ends with the Löwdin charge.
CARTESIAN COORDINATES (ANGSTROEM)
Ir 1.129 -0.511 -0.151  0.91
S 2.641 -2.156 0.866  0.72
C 1.164 -3.018 0.734  -1.09
N 0.194 -2.306 0.234  -0.22
C -0.993 -3.020 0.095  -0.30
C -2.206 -2.563 -0.407  -0.02
C -3.275 -3.440 -0.442  -0.06
C -3.146 -4.751 0.021  -0.06
C -1.943 -5.212 0.523  -0.07
C -0.867 -4.336 0.554  -0.44
S 0.757 -4.640 1.133  1.12
H -2.304 -1.544 -0.751  0.08
H -4.226 -3.102 -0.828  0.11
H -3.999 -5.414 -0.010  0.11
H -1.842 -6.226 0.886  0.12
Cl -0.886 0.774 -1.315  0.83
C -0.699 0.480 -3.019  -0.58
C -1.639 1.038 -3.851  -0.08
C -1.514 0.859 -5.225  -0.01
C -0.456 0.144 -5.759  -0.07
C 0.494 -0.411 -4.920  -0.65
Cl 1.798 -1.273 -5.621  0.76
C 0.389 -0.268 -3.514  -0.57
S 1.568 -1.016 -2.518  1.00
H -2.461 1.604 -3.437  0.12
H -2.253 1.292 -5.884  0.13
H -0.359 0.012 -6.827  0.12
O 2.307 0.899 -0.856  -0.34
O 2.555 0.652 -2.102  -0.26
C 0.890 3.509 0.354  -0.10
N 1.803 3.486 1.457  -0.27
C 1.589 4.477 2.482  -0.09
C 2.385 2.223 1.850  -0.16
C 1.354 1.261 2.431  -0.21
C 1.040 1.473 3.776  -0.04
C 0.028 0.784 4.420  -0.07
C -0.721 -0.127 3.697  -0.08
C -0.403 -0.380 2.371  -0.13
C 0.650 0.278 1.719  -0.26
H 0.743 4.538 0.022  0.09
H -0.105 3.091 0.597  0.08
H 1.299 2.939 -0.481  0.05
H 1.492 5.461 2.021  0.08
H 2.445 4.498 3.157  0.09
H 0.684 4.301 3.085  0.08
H 3.124 2.438 2.623  0.12
H 2.910 1.779 1.006  0.09
H 1.613 2.209 4.328  0.11
H -0.180 0.968 5.465  0.11
H -1.541 -0.661 4.159  0.11
H -1.025 -1.093 1.851  0.07


[2]
Density functional theory data (ωB97M-V with the def2-TZVPD basis set) for C22H19CrIN4O as an isolated structure.

multiplicity = 5
net charge = 0
calculated total energy = -2486.1713 hartree
lowest unoccupied orbital energy (alpha / beta) = -0.00163 / -0.00176 Ha
maximum force = 0.7 eV/Å
expectation value of S² = 6.053

Each line ends with the Löwdin charge.
CARTESIAN COORDINATES (ANGSTROEM)
Cr -0.207 0.907 -0.148  0.49
I -0.186 -0.044 2.716  1.06
C 1.859 -0.410 2.426  -0.60
C 2.574 -0.723 3.549  -0.17
C 3.937 -1.060 3.448  -0.08
C 4.531 -1.103 2.222  -0.04
C 3.803 -0.786 1.050  -0.17
C 4.439 -0.870 -0.216  -0.05
C 3.743 -0.571 -1.347  -0.09
C 2.397 -0.142 -1.251  -0.16
C 1.713 -0.014 -0.059  -0.21
C 2.438 -0.393 1.122  -0.23
H 2.096 -0.723 4.519  0.08
H 4.495 -1.296 4.344  0.10
H 5.573 -1.382 2.124  0.11
H 5.478 -1.173 -0.256  0.11
H 4.218 -0.636 -2.319  0.10
H 1.905 0.127 -2.184  0.09
C -2.155 -4.403 -0.760  -0.01
N -1.992 -2.974 -0.657  -0.08
C -3.099 -2.053 -0.453  -0.01
C -2.374 -0.717 -0.530  -0.48
O -2.793 0.394 -0.277  0.06
N -1.067 -0.942 -0.851  0.08
C -0.870 -2.260 -0.868  -0.38
N 0.338 -2.771 -1.085  0.24
H -2.771 -4.764 0.063  0.10
H -1.190 -4.901 -0.687  0.08
H -2.622 -4.685 -1.706  0.10
H -3.557 -2.185 0.529  0.14
H -3.863 -2.139 -1.229  0.14
H 1.104 -2.101 -1.046  0.09
H 0.539 -3.745 -0.957  0.11
C 0.550 2.900 0.337  -0.17
C -0.730 3.298 -0.171  -0.38
C -1.849 3.480 0.684  -0.05
C -3.125 3.605 0.191  -0.04
C -3.366 3.539 -1.187  -0.26
C -2.292 3.355 -2.056  -0.04
C -1.008 3.230 -1.561  -0.07
C -4.701 3.623 -1.692  -0.20
N -5.774 3.686 -2.104  0.13
H 0.734 3.079 1.391  0.05
H 1.409 3.062 -0.308  0.06
H -1.681 3.528 1.753  0.11
H -3.956 3.740 0.871  0.12
H -2.465 3.305 -3.123  0.12
H -0.181 3.111 -2.254  0.11


[3]
Density functional theory data (ωB97M-V with the def2-TZVPD basis set) for a 3-piece molecular cluster, C22H19F14O9 overall.

multiplicity = 1
net charge = -1
calculated total energy = -2925.0561 hartree
lowest unoccupied orbital energy = 0.08104 Ha
maximum force = 3.1 eV/Å

Each line ends with the Löwdin charge.
CARTESIAN COORDINATES (ANGSTROEM)
O -1.462 -0.374 1.200  -0.04
C -0.317 -0.358 0.733  -0.68
O 0.206 0.746 0.357  -0.09
C 0.537 -1.642 0.522  -0.03
C 1.827 -1.640 0.908  0.05
C 2.612 -2.941 0.620  -0.32
O 3.377 -3.433 1.413  0.08
C 2.288 -3.582 -0.763  -0.13
C 3.380 -4.183 -1.695  -0.09
C 4.836 -3.764 -1.279  -0.20
O 5.058 -2.364 -1.527  -0.14
C 5.754 -1.771 -0.443  -0.10
C 6.234 -0.323 -0.774  -0.35
F 7.119 -0.010 0.249  0.08
F 6.975 -0.274 -1.921  0.12
C 5.097 0.774 -0.713  -0.30
F 4.094 0.351 0.096  0.14
F 5.650 1.870 -0.084  0.11
C 4.560 1.286 -2.095  -0.33
F 5.505 1.937 -2.829  0.13
F 3.611 2.239 -1.797  0.12
C 3.825 0.231 -2.986  -0.26
F 4.709 -0.538 -3.710  0.06
F 2.923 -0.517 -2.299  0.10
C 0.998 -3.600 -1.138  0.05
C -0.010 -2.933 -0.157  -0.31
O -1.087 -3.386 0.085  0.12
H 2.312 -0.772 1.387  0.12
H 3.315 -5.295 -1.774  0.12
H 3.233 -3.730 -2.707  0.12
H 5.526 -4.312 -1.970  0.13
H 5.061 -4.048 -0.226  0.12
H 5.174 -1.825 0.505  0.13
H 6.697 -2.361 -0.281  0.15
H 3.240 0.800 -3.750  0.18
H 0.670 -4.062 -2.091  0.13
C -4.402 0.485 3.123  -0.05
C -5.448 0.191 2.071  -0.20
O -6.142 -1.042 2.361  0.04
C -7.110 -0.972 3.266  -0.40
O -7.440 0.022 3.852  0.16
C -7.779 -2.339 3.430  -0.53
F -6.884 -3.335 3.532  0.16
F -8.567 -2.629 2.375  0.15
F -8.553 -2.398 4.523  0.15
H -3.716 -0.358 3.225  0.09
H -3.830 1.373 2.856  0.08
H -4.859 0.648 4.102  0.07
H -4.965 0.057 1.104  0.12
H -6.156 1.013 1.969  0.11
C -0.940 5.613 -0.634  -0.06
C -1.991 5.342 -1.691  -0.20
O -2.705 4.132 -1.403  0.04
C -3.677 4.224 -0.496  -0.38
O -3.986 5.228 0.082  0.16
C -4.366 2.870 -0.328  -0.52
F -3.491 1.869 -0.222  0.18
F -5.159 2.583 -1.384  0.15
F -5.144 2.823 0.765  0.15
H -0.275 4.754 -0.528  0.09
H -0.347 6.490 -0.899  0.08
H -1.397 5.788 0.341  0.08
H -1.511 5.194 -2.659  0.12
H -2.683 6.180 -1.798  0.12


[4]
Density functional theory data (ωB97M-V with the def2-TZVPD basis set) for C22H19F2N3O4 in the gas phase.

multiplicity = 1
net charge = 0
calculated total energy = -1514.6944 hartree
lowest unoccupied orbital energy = 0.02631 Ha
ΔE to the lowest compared entry with this formula, charge and spin = 0.0 kcal per mole
SMILES = O=C(NCc1ccc(N2CCCC2=O)cc1)c1cc(COc2c(F)cccc2F)on1
maximum force = 1.2 eV/Å

Each line ends with the Löwdin charge.
CARTESIAN COORDINATES (ANGSTROEM)
O 2.246 1.027 -0.382  0.08
C 1.084 1.174 -0.055  -0.45
N 0.030 0.997 -0.874  0.08
H -0.895 1.106 -0.486  0.14
C 0.163 0.531 -2.235  -0.12
C -0.581 -0.759 -2.457  -0.22
C -1.451 -0.915 -3.526  -0.03
C -2.131 -2.100 -3.728  0.00
C -1.966 -3.165 -2.844  -0.18
C -1.095 -3.010 -1.764  -0.01
C -0.413 -1.823 -1.581  -0.03
H 0.260 -1.720 -0.742  0.12
H -0.950 -3.810 -1.056  0.10
N -2.643 -4.375 -3.036  0.01
C -3.795 -4.549 -3.749  -0.44
O -4.409 -3.700 -4.351  0.08
C -4.195 -6.011 -3.629  -0.08
C -2.924 -6.702 -3.155  -0.15
H -2.321 -7.007 -4.011  0.12
H -3.116 -7.577 -2.537  0.11
C -2.209 -5.596 -2.379  -0.15
H -2.521 -5.594 -1.326  0.13
H -1.122 -5.687 -2.425  0.13
H -4.995 -6.081 -2.889  0.13
H -4.578 -6.384 -4.577  0.12
H -2.803 -2.199 -4.563  0.10
H -1.597 -0.100 -4.221  0.11
H 1.236 0.390 -2.404  0.13
H -0.203 1.298 -2.926  0.13
C 0.689 1.591 1.315  -0.18
N -0.562 1.643 1.708  0.12
O -0.567 2.057 2.990  0.04
C 0.696 2.261 3.396  -0.23
C 1.553 1.978 2.371  0.08
H 2.621 2.026 2.342  0.13
C 0.921 2.738 4.793  -0.09
O 2.248 3.150 5.021  0.01
C 2.776 4.193 4.329  -0.14
C 2.129 5.105 3.496  -0.19
C 2.804 6.131 2.857  -0.01
C 4.163 6.287 3.040  -0.08
C 4.847 5.410 3.866  -0.01
C 4.156 4.392 4.487  -0.20
F 4.823 3.540 5.284  0.09
H 5.908 5.500 4.033  0.12
H 4.688 7.086 2.543  0.11
H 2.238 6.796 2.224  0.12
F 0.794 5.020 3.283  0.07
H 0.196 3.527 5.033  0.14
H 0.770 1.910 5.496  0.15